{"formula": "C26H62Cl12O10", "method": "ωB97M-V with the def2-TZVPD basis set", "homo_energy_ev": -9.3, "gap_ev": 9.5, "elements": ["C", "O", "C", "C", "O", "C", "H", "H", "H", "H", "H", "H", "H", "H", "H", "H", "C", "O", "C", "C", "O", "C", "H", "H", "H", "H", "H", "H", "H", "H", "H", "H", "C", "O", "C", "C", "O", "C", "H", "H", "H", "H", "H", "H", "H", "H", "H", "H", "C", "O", "C", "C", "O", "C", "H", "H", "H", "H", "H", "H", "H", "H", "H", "H", "C", "O", "C", "C", "O", "C", "H", "H", "H", "H", "H", "H", "H", "H", "H", "H", "Cl", "C", "Cl", "H", "H", "Cl", "C", "Cl", "H", "H", "Cl", "C", "Cl", "H", "H", "Cl", "C", "Cl", "H", "H", "Cl", "C", "Cl", "H", "H", "Cl", "C", "Cl", "H", "H"], "positions_angstrom": [[-3.2739, 7.1040, 1.2506], [-2.8539, 6.6865, -0.0847], [-3.2166, 5.3322, -0.2368], [-2.6380, 4.8046, -1.5202], [-1.2359, 4.6814, -1.4007], [-0.5300, 4.6053, -2.6556], [-4.3589, 7.2082, 1.2452], [-2.8970, 8.0986, 1.4885], [-3.0896, 6.2993, 1.9624], [-4.2892, 5.1384, -0.2269], [-2.8714, 4.7018, 0.5826], [-2.8367, 5.5250, -2.3137], [-3.0406, 3.8488, -1.8554], [-0.7659, 3.7029, -3.2197], [0.5425, 4.6782, -2.4749], [-0.7489, 5.4677, -3.2851], [0.9941, -4.9293, -1.3793], [2.0437, -4.6230, -0.4379], [3.3015, -5.1827, -0.8961], [4.3008, -5.1754, 0.2667], [3.8259, -6.0613, 1.3273], [4.8123, -6.1310, 2.3455], [0.0164, -4.5882, -1.0389], [0.9269, -6.0133, -1.4713], [1.1083, -4.4923, -2.3713], [3.8191, -4.6895, -1.7189], [3.2171, -6.2365, -1.1615], [4.4475, -4.1600, 0.6347], [5.2810, -5.4788, -0.1013], [5.0838, -5.1282, 2.6751], [5.7297, -6.5990, 1.9884], [4.4135, -6.6384, 3.2239], [3.9231, -0.0551, 2.3661], [4.2509, 1.0941, 1.6755], [3.1421, 1.5751, 0.9669], [3.5115, 2.8341, 0.1637], [3.8942, 3.8481, 1.0547], [4.3183, 5.1063, 0.4609], [3.2311, 0.2825, 3.1377], [4.7185, -0.6592, 2.8024], [3.4209, -0.7469, 1.6899], [2.2676, 1.6407, 1.6142], [2.9316, 0.8047, 0.2251], [2.6564, 3.1337, -0.4423], [4.3700, 2.7054, -0.4955], [3.5195, 5.6280, -0.0662], [5.1503, 4.9685, -0.2296], [4.6443, 5.7705, 1.2613], [-1.1055, 1.3816, -0.6928], [-0.8554, 0.3538, 0.1671], [-0.0089, -0.7033, -0.2972], [0.2616, -1.6183, 0.8806], [0.9665, -1.0232, 1.9285], [1.2719, -1.9010, 2.9902], [-0.3021, 2.1166, -0.6434], [-1.9683, 1.9217, -0.3029], [-1.3525, 1.1320, -1.7246], [0.9262, -0.4001, -0.7681], [-0.5258, -1.2650, -1.0752], [0.8648, -2.4993, 0.6610], [-0.6850, -1.9943, 1.2687], [1.7798, -2.7831, 2.6003], [0.3400, -2.3162, 3.3739], [1.8044, -1.4733, 3.8397], [-3.3717, -3.4540, -2.6260], [-4.3990, -2.5621, -2.2951], [-4.6880, -1.4644, -3.2423], [-3.4596, -0.5600, -3.5384], [-2.4685, -1.2840, -4.3324], [-1.1742, -0.6663, -4.3070], [-3.5685, -4.4592, -2.2531], [-2.3769, -3.1427, -2.3073], [-3.2838, -3.5527, -3.7080], [-5.5775, -0.9718, -2.8495], [-5.2098, -1.8356, -4.1244], [-2.9871, -0.2904, -2.5939], [-3.8123, 0.3474, -4.0285], [-1.2282, 0.3550, -4.6840], [-0.4013, -1.2027, -4.8574], [-0.8000, -0.5807, -3.2868], [1.3764, 1.8883, -2.8805], [1.8891, 2.4508, -4.5308], [3.1639, 1.3631, -5.1834], [0.9463, 2.2949, -5.0552], [2.3677, 3.4290, -4.5760], [-0.6959, -4.9106, 1.5974], [0.8331, -5.5579, 2.2150], [0.6128, -6.2000, 3.7916], [1.1880, -6.3314, 1.5339], [1.5672, -4.7525, 2.2406], [-5.5254, 0.3936, 1.7514], [-4.8521, 0.0716, 0.1165], [-4.9765, 1.5418, -0.8492], [-3.8164, -0.2470, 0.2348], [-5.5234, -0.6001, -0.4186], [-2.3744, -3.1177, 4.0296], [-2.7957, -4.7796, 4.4661], [-2.3841, -5.3114, 6.2071], [-3.8794, -4.8437, 4.3686], [-2.4250, -5.4948, 3.7318], [-0.3064, 0.4514, 4.7803], [-0.7086, 1.2806, 3.3140], [-1.9170, 2.5608, 3.6330], [0.1624, 1.8248, 2.9488], [-1.0533, 0.4808, 2.6586], [0.3277, 4.0910, 1.1988], [0.1503, 5.8550, 1.4493], [1.7130, 6.6519, 1.9622], [-0.2392, 6.2903, 0.5290], [-0.5977, 5.9360, 2.2381]], "forces_ev_per_a": [[-0.74, -0.17, -1.36], [-0.32, 0.04, 1.59], [0.18, -0.85, -0.40], [0.59, 0.38, -0.82], [1.04, -0.04, -0.61], [-0.54, 0.65, 0.65], [-0.28, 0.02, -0.07], [0.52, -0.39, 0.01], [0.59, 0.31, 0.28], [-0.44, 0.50, -0.23], [0.51, 0.06, 0.33], [-0.28, 0.23, -0.18], [-0.42, -0.21, 0.31], [-0.06, -0.18, 0.11], [-0.11, -0.36, 0.38], [-0.40, 0.20, -0.07], [0.00, -0.23, 0.31], [0.46, -0.27, -1.60], [0.37, -0.30, 1.82], [-1.10, -0.38, 0.34], [0.82, 0.87, -0.88], [-0.16, 0.40, 0.12], [0.34, 0.17, 0.51], [-0.02, -0.15, -0.19], [0.58, 0.10, -0.07], [-0.59, 0.55, -0.28], [-0.55, -0.13, -0.21], [-0.24, 0.17, 0.34], [0.09, -0.42, -0.07], [0.04, 0.26, 0.05], [0.02, -0.30, -0.02], [-0.07, -0.25, -0.28], [-1.09, -0.59, 0.23], [1.63, 0.86, -0.25], [0.87, -0.09, -1.20], [0.18, 0.26, 0.82], [0.14, 1.75, 0.31], [-0.33, -1.06, 0.37], [-0.27, -0.66, 0.43], [0.63, 0.84, -0.02], [-0.41, -0.18, -0.01], [-0.14, 0.52, 0.08], [-0.55, -0.16, -0.37], [-0.27, 0.03, -0.10], [0.01, -0.78, -0.32], [-0.28, -0.22, -0.09], [0.15, -0.24, -0.09], [-0.03, -0.29, 0.12], [-0.38, 1.93, -0.21], [0.58, -2.13, 0.74], [-0.08, 0.01, 0.56], [-0.02, -0.91, 0.52], [0.68, 1.93, 0.73], [-1.10, -1.03, -0.41], [0.26, 0.07, -0.47], [-0.18, 0.00, 0.06], [0.22, -0.40, -0.18], [0.19, 0.70, 0.19], [-0.26, -0.30, -0.03], [-0.19, -0.30, -1.06], [-0.41, -0.04, -0.02], [0.64, -0.01, -0.07], [-0.25, 0.04, 0.32], [0.07, 0.46, -0.59], [0.41, -0.35, -1.26], [-0.80, 1.53, -0.38], [0.63, -1.24, 0.50], [-0.06, -1.30, -0.02], [-0.22, 0.57, 0.13], [-0.60, 0.39, 0.57], [-0.29, 0.19, 0.41], [0.03, 0.24, 0.38], [-0.06, -0.06, -0.17], [0.64, 0.73, 0.85], [0.93, -0.62, -0.70], [-0.07, 0.12, 0.20], [0.16, 0.13, -0.26], [-0.02, 0.17, -0.25], [-0.58, -0.36, -0.27], [-0.06, -0.07, 0.28], [0.72, 0.43, -0.49], [0.10, -1.30, 0.41], [-0.52, 0.19, 0.07], [0.57, 0.48, -0.52], [-0.70, -0.01, 0.45], [-0.16, 0.00, -0.22], [0.53, 0.29, -1.08], [-0.02, -0.50, 1.17], [-0.13, 0.16, 0.16], [-0.24, -0.20, -0.05], [0.26, -0.31, -0.39], [-0.80, 0.20, 0.40], [0.39, 0.49, -0.31], [-0.24, 0.01, -0.22], [0.51, -0.42, 0.50], [0.17, -0.41, 0.44], [-0.89, -0.49, 0.55], [-0.18, 0.65, -1.82], [0.11, 0.12, 0.49], [0.73, 0.22, 0.45], [0.37, -0.34, 1.07], [0.01, 0.37, -0.33], [-0.19, -0.32, -0.27], [-0.11, -0.41, -0.13], [-0.17, 0.79, -0.33], [0.29, 0.52, 0.08], [0.17, -0.31, 0.27], [-1.28, -0.49, -0.35], [0.37, -0.02, 0.06], [0.42, 0.29, 0.06]]}